# C40H50FN6O4RbS3Se2

A structure of composition C40H50FN6O4RbS3Se2 in a non-equilibrium geometry (ωB97M-V/def2-TZVPD, OMol25).

Results
**Total charge**: -2
**HOMO-LUMO gap**: 4.11 eV
**Relative energy (zero: lowest compared OMol25 entry of this formula, charge and spin)**: 0.0 kcal/mol

Last column: Mulliken charge in e.
Geometry (Å):
Rb (0.780, 0.843, 0.014)  0.261
Se (-2.429, 3.194, -1.403)  0.175
Se (-2.671, -1.297, -2.708)  0.371
S (-0.373, -2.492, 1.003)  0.593
S (-0.394, 4.097, 1.716)  -0.173
S (0.281, 0.486, 5.306)  -0.062
F (-2.637, 1.293, 0.488)  -0.646
O (3.149, -0.275, 0.744)  -0.497
O (1.097, 0.769, 4.104)  -0.317
O (0.095, -0.608, -2.790)  -0.097
O (-0.142, -1.048, 1.283)  0.236
N (3.050, 2.190, -1.823)  -0.513
N (1.886, 5.110, 0.752)  -0.116
N (0.410, 6.614, 1.607)  -0.466
N (2.228, -1.623, -1.634)  1.065
N (2.056, -1.825, -3.016)  -0.784
N (2.245, 3.903, 0.208)  -0.005
C (-2.695, -3.978, 0.948)  -0.620
C (2.855, -2.617, 0.457)  -1.009
C (1.721, -1.721, -7.179)  -0.707
C (-0.213, -0.558, -5.574)  -0.014
C (2.379, -4.070, -1.534)  -1.785
C (-4.333, -1.753, 1.123)  -0.890
C (-3.059, 0.616, -2.467)  -1.130
C (0.667, 5.282, 1.345)  -0.032
C (0.877, -1.182, -4.976)  0.784
C (-0.066, -1.305, 5.278)  -0.950
C (-0.338, -0.513, -6.957)  -0.851
C (3.476, 3.785, -0.093)  0.274
C (-1.766, 1.227, 3.642)  -0.279
C (-4.574, -1.743, -2.685)  -1.149
C (2.467, -2.680, -0.938)  0.840
C (-4.894, -3.019, 1.054)  -0.539
C (4.463, 0.298, -2.208)  -0.319
C (3.172, -1.462, 1.167)  1.013
C (-2.310, 1.147, 5.998)  -0.314
C (-0.872, -3.198, 3.748)  -1.364
C (-1.857, 1.500, -2.224)  0.368
C (-4.072, -4.138, 0.954)  -0.647
C (5.022, 1.860, -0.500)  -0.707
C (-1.052, -1.745, 4.203)  1.109
C (0.628, -1.094, -7.767)  -0.289
C (3.347, 1.081, -2.488)  -0.211
C (5.313, 0.697, -1.201)  -0.590
C (-3.620, 1.492, 5.699)  -0.479
C (-2.016, 4.310, -2.964)  -1.046
C (-2.952, -1.573, 1.105)  -0.173
C (-1.398, 1.012, 4.959)  0.102
C (3.872, 2.557, -0.832)  1.032
C (3.573, -1.621, 2.637)  -1.648
C (0.992, -1.192, -3.461)  -0.852
C (-4.000, 1.698, 4.375)  -0.784
C (1.844, -1.764, -5.798)  -0.401
C (4.514, 4.833, 0.203)  -1.877
C (-3.081, 1.565, 3.343)  -0.704
C (0.057, -3.375, 2.551)  -0.503
C (-2.153, -2.703, 1.050)  0.299
H (1.188, 7.248, 1.696)  0.177
H (6.163, 0.088, -0.918)  0.332
H (-0.947, 4.287, -3.178)  0.241
H (4.588, -0.632, -2.746)  0.260
H (-5.028, 1.957, 4.148)  0.388
H (-4.956, -0.865, 1.168)  0.478
H (-5.972, -3.140, 1.051)  0.349
H (4.394, 5.698, -0.461)  0.367
H (5.631, 2.173, 0.339)  0.320
H (-1.199, -0.024, -7.401)  0.380
H (0.161, -4.430, 2.280)  0.617
H (2.408, 5.922, 0.467)  0.296
H (-2.063, -1.612, 4.593)  0.457
H (2.185, -4.804, -0.748)  0.394
H (-1.175, 1.059, -1.515)  -1.208
H (-1.847, -3.614, 3.497)  0.322
H (3.321, -4.342, -2.023)  0.297
H (4.430, 5.185, 1.235)  0.391
H (0.532, -1.058, -8.848)  0.351
H (2.687, -2.246, -5.320)  0.390
H (-0.960, -0.122, -4.922)  0.389
H (2.851, -1.069, 3.249)  0.063
H (2.653, 0.776, -3.262)  0.749
H (3.620, -2.665, 2.967)  0.283
H (-0.488, -3.815, 4.573)  0.545
H (-3.328, 1.662, 2.286)  0.584
H (2.483, -2.178, -7.801)  0.358
H (-2.571, 3.989, -3.847)  0.291
H (2.967, -3.568, 0.970)  0.061
H (4.548, -1.151, 2.794)  0.473
H (-0.409, -1.574, 6.283)  0.426
H (-5.100, -1.230, -3.493)  0.315
H (-5.023, -1.475, -1.729)  0.218
H (-4.345, 1.601, 6.498)  0.353
H (-0.964, -1.089, 3.338)  -1.101
H (-3.607, 0.953, -3.350)  0.425
H (1.598, -4.117, -2.291)  0.308
H (1.071, -3.002, 2.720)  0.019
H (-2.045, -4.845, 0.863)  0.402
H (-4.502, -5.131, 0.878)  0.379
H (-1.047, 1.092, 2.842)  0.924
H (0.930, -1.739, 5.138)  0.526
H (-2.000, 0.983, 7.026)  0.367
H (-3.707, 0.667, -1.593)  0.630
H (-2.560, -0.544, 1.095)  0.503
H (-2.303, 5.337, -2.726)  0.303
H (5.513, 4.441, 0.033)  0.447
H (-1.310, 1.746, -3.131)  0.581
H (-4.669, -2.820, -2.831)  0.333
H (-0.341, 6.751, 2.259)  0.266